# 1
The following is a quantum chemistry calculation of C5H9NOS as an isolated structure at a distorted geometry, from the Open Molecules 2025 dataset.

Structure (XYZ):
```
17
Properties=species:S:1:pos:R:3:lowdin_charge:R:1
C -0.37924 1.41143 0.81319 -0.554
C 0.33884 -1.67956 0.58366 -0.305
C 0.65964 -1.00913 1.93113 -0.439
C -0.46387 0.16592 -0.67463 -0.272
C -0.35793 1.06506 -1.91224 -0.036
N -0.29005 2.61215 0.61228 0.085
O 0.44388 -0.84802 -0.52513 -0.135
S -0.42614 0.42622 2.34310 0.837
H 0.97858 -2.68510 0.39352 0.161
H -0.64254 -2.27661 0.50065 0.137
H 0.38703 -1.78108 2.65803 0.071
H 1.70733 -0.53646 1.93007 0.105
H -1.49433 -0.19653 -0.53222 0.128
H -1.23124 1.64467 -1.85154 0.069
H -0.45894 0.42080 -2.70899 0.054
H 0.53362 1.55945 -1.99970 0.056
H -0.54815 3.22041 1.34583 0.038
```

Output
Lowest unoccupied orbital energy   0.75 eV
HOMO-LUMO gap   8.98 eV
HOMO level   -8.22 eV
Relative energy (zero: lowest compared OMol25 entry of this formula, charge and spin)   331.9 kJ/mol



# 2
The following is a quantum chemistry calculation of one molecule with the formula C5H9NOS at a distorted geometry, from the Open Molecules 2025 dataset.

Structure (XYZ):
```
17
Properties=species:S:1:pos:R:3:lowdin_charge:R:1
C 1.28479 -1.29311 1.42573 -0.186
C 0.15319 -0.07482 1.38427 -0.189
C -0.29913 0.16340 -0.03986 -0.784
C -0.10735 1.72462 -1.76420 -0.318
C -1.16198 1.40846 -2.45128 -0.065
H 2.68267 -0.51324 2.70137 0.063
H 1.92661 -1.23556 0.50163 0.126
H 0.62746 -2.14783 1.46528 0.096
H -0.71079 -0.33458 1.84601 0.047
H 0.67647 0.72059 1.82406 0.080
H 0.96456 1.77559 0.05897 0.125
H 0.85387 2.26163 -2.21740 0.155
H -1.14226 2.11018 -3.27297 0.041
H -2.18690 0.69930 -2.13399 0.083
N 0.33909 1.32250 -0.55634 0.014
O 2.15682 -1.28722 2.57192 -0.076
S -1.40856 -0.86670 -0.54887 0.787
```

Output
Lowest unoccupied orbital energy   0.41 eV
HOMO-LUMO gap   8.75 eV
SMILES   C=CNC(=S)CCO
HOMO level   -8.34 eV
Relative energy (zero: lowest compared OMol25 entry of this formula, charge and spin)   382.3 kJ/mol



# 3
The following is a quantum chemistry calculation of a 2-piece molecular cluster, C5H9NOS overall at a distorted geometry, from the Open Molecules 2025 dataset.

Structure (XYZ):
```
17
Properties=species:S:1:pos:R:3:lowdin_charge:R:1
C 2.05101 1.21985 -0.94270 -0.379
C 1.45725 0.83757 0.33092 -0.738
C 0.68792 1.25594 1.35560 -0.005
C -0.93416 -1.97853 0.52730 -0.020
C -1.06974 -0.68705 -0.26925 -0.236
N -1.78601 0.24434 0.15421 -0.064
O -2.13178 1.46968 -0.37635 -0.043
S 2.38571 -0.48388 -0.29822 0.845
H 1.33126 1.31188 -1.85242 0.100
H 2.96743 1.81507 -1.11764 0.073
H 0.26218 2.32294 1.51773 0.102
H 0.36352 0.65130 2.19536 0.056
H -1.76612 1.54561 -1.29673 0.104
H -1.11752 -2.75960 -0.04957 0.034
H -1.51618 -1.85732 1.34927 0.055
H 0.05620 -2.01107 0.77946 0.026
H -0.62674 -0.62400 -1.21712 0.090
```

Output
Lowest unoccupied orbital energy   0.60 eV
HOMO-LUMO gap   9.24 eV
SMILES   C/C=N/O.C=C1CS1
HOMO level   -8.65 eV
Relative energy (zero: lowest compared OMol25 entry of this formula, charge and spin)   525.2 kJ/mol